(w)
Below is a molecular structure, C15H35BBrCl2F4OsSSi, with properties calculated with ωB97M-V/def2-TZVPD.

Summary:
- HOMO level (alpha / beta): -18.11 / -17.73 eV
- 2S+1: 5
- Charge: +3
- Frontier orbital gap (alpha / beta): 8.093 / 5.224 eV
- ⟨S²⟩: 6.021

CARTESIAN COORDINATES (ANGSTROEM)
Os -0.454 4.270 -0.100
Cl 1.728 5.184 -1.043
C 1.934 6.153 0.444
Cl 0.366 6.045 1.355
H 2.095 7.189 0.178
H 2.706 5.711 1.061
F -0.865 2.558 1.672
B 0.500 2.173 1.869
F 1.168 3.036 0.796
F 0.706 0.861 1.483
F 0.987 2.538 3.064
C -2.979 6.438 0.060
S -2.706 4.666 0.319
C -3.773 3.982 -0.966
H -4.055 6.591 0.138
H -2.621 6.753 -0.917
H -2.489 6.985 0.863
H -3.494 4.357 -1.947
H -4.786 4.285 -0.704
H -3.690 2.901 -0.924
C 0.266 -3.815 -2.197
C -0.071 -2.321 -1.946
C 0.651 -1.420 -2.946
C -1.594 -2.100 -2.090
Si 0.399 -2.132 -0.131
Br -0.792 2.411 -1.599
C -0.688 -2.243 1.380
C -1.226 -3.692 1.180
C -0.122 -2.081 2.786
C -1.799 -1.193 1.142
C 2.553 -2.290 0.251
C 2.411 -3.710 0.750
C 3.306 -2.123 -1.029
C 2.754 -1.202 1.260
H -0.039 -4.035 -3.225
H -0.289 -4.501 -1.552
H 1.332 -4.040 -2.134
H 0.230 -1.647 -3.929
H 1.721 -1.611 -3.009
H 0.476 -0.355 -2.773
H -1.840 -2.370 -3.120
H -1.868 -1.053 -1.948
H -2.206 -2.730 -1.443
H -0.471 -4.453 1.390
H -1.678 -3.885 0.204
H -2.025 -3.823 1.918
H 0.684 -2.774 3.026
H -0.939 -2.307 3.477
H 0.196 -1.055 2.978
H -2.361 -1.349 0.219
H -1.405 -0.177 1.176
H -2.505 -1.298 1.972
H 2.171 -4.432 -0.035
H 1.762 -3.829 1.617
H 3.424 -3.982 1.102
H 3.070 -2.862 -1.792
H 4.362 -2.296 -0.760
H 3.258 -1.109 -1.427
H 2.194 -1.332 2.183
H 2.594 -0.202 0.854
H 3.826 -1.256 1.519

(x)
Below is a molecular structure, C15H35BBrCl2F4OsSSi, with properties calculated with ωB97M-V/def2-TZVPD.

Summary:
- HOMO level (alpha / beta): -16.82 / -17.50 eV
- 2S+1: 5
- Charge: +3
- Frontier orbital gap (alpha / beta): 6.365 / 4.317 eV
- ⟨S²⟩: 6.017

CARTESIAN COORDINATES (ANGSTROEM)
Os 0.146 0.419 -0.276
Cl 0.304 1.144 -2.542
C 1.440 2.498 -2.097
Cl 1.633 2.351 -0.310
H 0.985 3.451 -2.348
H 2.396 2.336 -2.582
F 0.079 -2.615 2.550
B 0.515 -1.620 3.341
F 0.315 0.044 1.600
F 1.804 -1.448 3.478
F -0.371 -0.934 4.026
C -2.469 1.035 2.082
S -1.830 1.896 0.643
C -3.213 1.795 -0.503
H -2.843 0.050 1.812
H -3.271 1.647 2.491
H -1.663 0.950 2.805
H -4.099 2.164 0.011
H -3.375 0.772 -0.836
H -2.999 2.442 -1.351
C -1.949 -7.381 1.458
C -1.336 -5.995 1.499
C -2.275 -4.867 1.852
C -0.047 -5.914 2.278
Si -0.828 -5.752 -0.538
Br -0.901 -1.741 -0.585
C 0.975 -5.892 -0.964
C 1.409 -7.357 -0.713
C 1.130 -5.567 -2.470
C 1.856 -4.907 -0.165
C -2.298 -5.769 -1.707
C -2.265 -7.231 -2.218
C -3.660 -5.424 -1.102
C -2.015 -4.756 -2.845
H -2.245 -7.582 2.499
H -1.246 -8.167 1.169
H -2.851 -7.454 0.853
H -2.488 -5.014 2.922
H -3.225 -4.896 1.332
H -1.816 -3.882 1.753
H -0.335 -6.204 3.300
H 0.357 -4.905 2.327
H 0.719 -6.621 1.968
H 0.885 -8.067 -1.357
H 1.300 -7.679 0.322
H 2.473 -7.417 -0.957
H 0.557 -6.229 -3.118
H 2.186 -5.733 -2.698
H 0.897 -4.529 -2.703
H 2.012 -5.217 0.863
H 1.469 -3.885 -0.172
H 2.835 -4.894 -0.649
H -2.540 -7.959 -1.452
H -1.308 -7.522 -2.659
H -3.015 -7.292 -3.013
H -3.971 -6.105 -0.311
H -4.400 -5.519 -1.901
H -3.702 -4.395 -0.746
H -1.175 -5.036 -3.471
H -1.875 -3.737 -2.485
H -2.910 -4.763 -3.472

Which of them is the least stable? Correct choice: (x).

(w)
Below is 5 unconnected molecules or ions with the total composition C3H15O5, with properties calculated with ωB97M-V/def2-TZVPD.

Summary:
- HOMO level: -4.14 eV
- Charge: -1
- Frontier orbital gap: 7.929 eV

CARTESIAN COORDINATES (ANGSTROEM)
C -0.967 1.151 -0.943
O -0.360 0.468 0.088
C -1.443 0.106 -1.997
C -2.653 0.551 -2.876
H -0.291 1.892 -1.430
H -1.690 1.898 -0.574
H -1.750 -0.778 -1.445
H -0.582 -0.143 -2.601
H -2.641 -0.105 -3.751
H -2.576 1.543 -3.300
H -3.509 0.363 -2.239
H 1.311 -1.300 0.851
H 0.079 -1.145 0.237
O 0.758 -1.905 0.318
H 3.930 1.467 1.978
H 2.524 1.821 2.008
O 3.407 2.271 2.026
H 0.875 -4.015 2.306
H 1.435 -2.571 2.435
O 1.220 -3.377 2.922
H 0.834 0.527 2.755
H 0.700 0.756 1.264
O 1.391 0.526 1.967

(x)
Below is 5 unconnected molecules or ions with the total composition C3H15O5, with properties calculated with ωB97M-V/def2-TZVPD.

Summary:
- HOMO level: -4.51 eV
- Charge: -1
- Frontier orbital gap: 8.210 eV

CARTESIAN COORDINATES (ANGSTROEM)
C 0.921 -1.213 0.242
O 0.784 0.121 -0.045
C -0.398 -2.015 -0.234
C -0.222 -3.517 -0.057
H 1.160 -1.217 1.270
H 1.893 -1.632 -0.307
H -0.356 -1.736 -1.286
H -1.292 -1.568 0.279
H -1.173 -3.973 -0.214
H 0.005 -3.666 1.040
H 0.655 -4.072 -0.550
H -0.155 2.060 1.427
H -0.419 0.929 0.593
O -0.961 1.626 1.039
H -0.063 3.209 -0.663
H 1.089 2.807 -1.476
O 0.386 3.519 -1.369
H -2.579 2.587 0.902
H -2.659 1.734 2.211
O -3.128 2.348 1.620
H 2.473 1.025 -2.144
H 1.771 1.000 -0.836
O 2.267 1.642 -1.441

Which of them is the least stable? Correct choice: (x).